{"formula": "C28H30F10N9PtS", "method": "ωB97M-V with the def2-TZVPD basis set", "species": ["Pt", "C", "N", "C", "C", "N", "C", "C", "F", "C", "F", "C", "F", "C", "F", "C", "F", "C", "C", "N", "C", "C", "F", "C", "F", "C", "F", "C", "F", "C", "F", "H", "H", "H", "H", "H", "H", "H", "H", "H", "H", "H", "C", "C", "C", "C", "C", "N", "H", "H", "H", "H", "H", "H", "H", "H", "H", "C", "C", "C", "C", "N", "C", "N", "N", "N", "H", "H", "H", "H", "H", "H", "H", "H", "H", "H", "S", "C", "N"], "xyz": [[1.24549, -0.57266, 0.16469], [4.15333, 0.64563, -0.01217], [3.54455, -0.65017, 0.34467], [3.82090, -0.91945, 1.77213], [2.83568, -1.88319, 2.39018], [1.48846, -1.32689, 2.26394], [0.50346, -1.73730, 3.07705], [-0.69209, -0.97406, 3.11472], [-0.75685, 0.18629, 2.46680], [-1.78753, -1.35836, 3.84453], [-2.88926, -0.60827, 3.85292], [-1.74807, -2.53280, 4.58958], [-2.80616, -2.90334, 5.28906], [-0.59122, -3.30164, 4.60763], [-0.56055, -4.41890, 5.31822], [0.51175, -2.91065, 3.88024], [1.57235, -3.70977, 3.91324], [4.07468, -1.68146, -0.58980], [3.04294, -2.28495, -1.54107], [1.99009, -1.33029, -1.86115], [1.16022, -1.54711, -2.89676], [0.97142, -2.77831, -3.57579], [1.67873, -3.84977, -3.23577], [0.00860, -2.93078, -4.55125], [-0.16847, -4.10462, -5.13950], [-0.79620, -1.85717, -4.90755], [-1.71545, -2.00084, -5.84623], [-0.63408, -0.62554, -4.27799], [-1.39525, 0.40311, -4.64171], [0.31871, -0.48351, -3.30207], [0.47369, 0.72304, -2.75027], [5.24300, 0.57956, 0.06227], [3.88461, 0.89979, -1.03633], [3.79552, 1.42021, 0.65836], [4.84245, -1.29139, 1.90296], [3.74761, 0.03721, 2.29130], [2.85562, -2.86085, 1.89478], [3.10631, -2.04154, 3.43409], [4.86653, -1.21449, -1.17671], [4.54009, -2.48791, -0.02047], [3.55464, -2.63170, -2.44104], [2.57866, -3.16072, -1.08206], [-4.09691, -0.08163, -1.65906], [-3.55167, -0.21190, -0.23210], [-4.09106, 0.89722, 0.67855], [-3.86290, -1.59178, 0.35700], [-2.08133, -0.06803, -0.30192], [-0.93806, 0.00912, -0.32288], [-5.17690, -0.22708, -1.63659], [-3.66595, -0.83662, -2.31653], [-3.89183, 0.90435, -2.07559], [-5.17242, 0.78821, 0.75809], [-3.87451, 1.88559, 0.27213], [-3.66187, 0.82447, 1.67803], [-4.94268, -1.68239, 0.46851], [-3.40395, -1.71811, 1.33912], [-3.50862, -2.39178, -0.29347], [-1.64575, 5.29380, 0.86782], [-1.00673, 5.23767, -0.51382], [-1.62877, 4.13776, -1.36968], [0.51064, 5.10985, -0.44124], [0.93450, 3.79250, 0.04826], [1.14290, 2.66349, -0.61727], [1.37707, 1.71335, 0.25354], [1.31137, 2.29055, 1.47871], [1.04467, 3.53282, 1.35805], [-2.72624, 5.40542, 0.78062], [-1.26899, 6.13230, 1.45344], [-1.45020, 4.37969, 1.43297], [-1.17323, 6.19651, -1.01505], [-1.56920, 3.16690, -0.86793], [-1.14629, 4.04578, -2.34550], [-2.68304, 4.34792, -1.54714], [0.94940, 5.83871, 0.23776], [0.96527, 5.23444, -1.42432], [1.10253, 2.56200, -1.68561], [-0.05172, -2.80882, -0.02247], [1.10758, -3.97690, 0.35824], [1.95602, -4.71983, 0.61964]], "mulliken_spin": [1.30, 0.01, 0.19, 0.03, -0.05, 0.65, 0.04, 0.10, 0.01, -0.05, 0.00, 0.18, 0.02, -0.06, -0.01, 0.15, 0.01, 0.02, -0.04, 0.62, 0.05, 0.14, 0.02, -0.06, -0.01, 0.17, 0.02, -0.06, 0.00, 0.10, 0.01, 0.00, 0.00, 0.00, 0.00, 0.00, 0.03, 0.01, 0.00, 0.00, 0.02, 0.03, 0.00, 0.01, 0.00, 0.01, 0.00, 0.08, 0.00, 0.00, 0.00, 0.00, 0.00, 0.00, 0.00, 0.00, 0.00, 0.00, 0.00, 0.00, 0.00, 0.00, -0.02, 0.11, -0.02, 0.00, 0.00, 0.00, 0.00, 0.00, 0.00, 0.00, 0.00, 0.00, 0.00, 0.00, 0.25, -0.04, 0.05], "spin_multiplicity": 5, "total_charge": 1, "e_tot_ev": -84178.9367, "mol_weight_g_mol": 909.7}